Entry 1:
{
  "formula": "C18H28BBaBr14O8",
  "method": "ωB97M-V with the def2-TZVPD basis set",
  "species": ["Ba", "Br", "Br", "Br", "Br", "Br", "Br", "Br", "Br", "Br", "Br", "Br", "Br", "Br", "Br", "O", "O", "O", "O", "O", "O", "O", "O", "C", "C", "C", "C", "C", "C", "C", "C", "C", "C", "C", "C", "C", "C", "C", "C", "C", "C", "B", "H", "H", "H", "H", "H", "H", "H", "H", "H", "H", "H", "H", "H", "H", "H", "H", "H", "H", "H", "H", "H", "H", "H", "H", "H", "H", "H", "H"],
  "positions_angstrom": [[-9.065, -5.623, -2.901], [-0.020, -6.766, -6.812], [9.960, 3.311, 3.019], [-2.309, -7.455, 3.677], [8.686, 3.492, -0.384], [1.878, 6.387, -2.051], [-6.824, 5.683, 4.029], [-4.008, 5.603, -5.999], [-0.927, -5.936, -3.570], [-4.187, 2.267, 5.907], [6.331, -7.217, -2.983], [-1.355, 9.519, -1.075], [5.612, -6.662, 0.328], [0.096, -5.808, 7.445], [-6.171, 3.652, -2.081], [0.334, 1.605, 1.573], [-4.617, -2.563, 0.318], [-1.499, 0.600, 0.390], [-2.667, -1.455, 0.765], [-3.882, -1.959, -2.452], [-0.370, -1.472, 0.191], [-2.169, -0.765, -1.455], [1.686, -0.710, 0.886], [0.490, -0.606, 0.655], [0.415, -4.931, -4.692], [-6.278, 4.315, 5.375], [-3.638, -1.879, 0.002], [-4.760, 3.973, 5.054], [-5.708, 4.947, -3.557], [-0.233, 0.663, 0.955], [0.002, -4.863, -6.150], [7.577, 3.317, 1.243], [-0.909, -6.586, 4.725], [-4.527, 4.345, -4.456], [-3.283, -1.466, -1.466], [0.152, 8.573, -1.925], [8.283, 2.520, 2.350], [6.641, -5.442, -0.713], [-1.248, -6.698, 6.218], [0.732, 7.515, -0.960], [7.502, -6.275, -1.665], [-1.672, -0.767, -0.065], [7.625, 2.533, 3.220], [1.337, -5.458, -4.447], [-1.334, -7.736, 6.539], [-2.211, -6.217, 6.394], [-4.920, 3.464, -4.963], [-5.602, 5.946, -3.134], [6.661, 2.846, 0.886], [0.562, -3.962, -4.216], [-3.664, 3.903, -3.957], [-0.155, 8.097, -2.856], [5.942, -4.726, -1.146], [7.319, -4.926, -0.033], [-0.951, -4.374, -6.349], [-4.179, 4.804, 5.455], [-4.554, 3.858, 3.990], [-0.083, 6.917, -0.553], [7.278, 4.252, 1.716], [0.823, 9.384, -2.209], [8.239, -6.932, -1.203], [-6.558, 4.581, 6.394], [-6.867, 3.434, 5.121], [-6.613, 5.029, -4.158], [8.163, -5.593, -2.199], [8.430, 1.473, 2.085], [-0.735, -5.536, 4.488], [0.679, -4.342, -6.827], [0.027, -7.034, 4.389], [1.292, 7.930, -0.121]],
  "forces_ev_per_a": [[0.45, 0.26, 0.16], [-0.18, 1.06, -0.08], [-0.60, -0.30, -0.46], [0.18, 0.41, 0.20], [-0.43, 0.20, 0.71], [0.10, -0.06, 0.29], [0.15, -0.39, 0.86], [-0.40, -1.00, 1.60], [0.53, 0.75, -0.55], [-0.37, 0.90, -0.25], [0.95, 0.39, 0.59], [0.22, -0.35, -0.23], [-0.61, -0.28, 0.80], [-0.88, -0.61, -1.08], [0.43, 0.79, -0.91], [-3.13, -3.27, -2.49], [1.76, 1.41, -0.53], [2.29, 0.49, 1.26], [-1.03, -0.45, -0.20], [1.56, 1.97, 2.53], [-0.54, -0.40, -1.19], [-0.71, -0.79, -0.02], [-2.01, -0.65, -0.70], [2.60, 0.10, 0.96], [-0.16, -0.02, 0.80], [0.92, -1.32, -1.57], [-1.60, -1.20, 0.10], [-1.21, 0.60, 1.04], [0.66, -0.74, -0.84], [0.77, 4.41, 1.53], [0.19, -0.96, -0.16], [0.56, -0.20, 0.53], [0.98, 0.48, 0.65], [-1.43, 0.27, -0.07], [-1.29, -2.38, -2.33], [0.23, 0.03, 0.37], [-0.59, -0.09, -0.17], [0.89, -0.63, -0.01], [0.20, -0.13, -0.10], [-0.65, 0.74, -0.53], [-0.22, 1.09, -0.80], [0.97, 0.53, 0.90], [0.02, 0.03, -0.02], [-0.13, -0.23, -0.69], [0.25, 0.16, 0.05], [0.26, 0.14, 0.15], [-0.32, 0.32, -0.23], [0.72, -0.37, 0.24], [0.21, -0.31, 0.23], [-0.58, 0.16, -0.17], [0.22, 1.09, 0.29], [-0.45, 0.06, 0.29], [0.32, -0.25, -0.34], [-0.13, 0.07, 0.03], [-0.22, -0.54, 0.42], [0.36, -0.40, -0.02], [-0.33, -0.03, 0.23], [0.20, -0.15, -0.19], [0.38, 0.43, -0.75], [0.24, -0.30, 0.30], [-0.83, -0.50, 0.31], [0.55, 0.47, -0.22], [-0.08, 0.16, -0.07], [0.13, -0.37, -0.05], [-0.40, 0.11, -0.58], [0.44, 0.23, -0.07], [-0.83, 0.05, -0.37], [0.51, -0.20, 0.46], [-0.17, -0.49, 0.49], [0.10, 0.02, -0.31]],
  "lowdin_charge": [1.9891, 0.5245, 0.5676, 0.5929, 0.5607, 0.6271, 0.5625, 0.5053, 0.5006, 0.5594, 0.5403, 0.5748, 0.6174, 0.5445, 0.5305, 0.1062, 0.0649, 0.2179, 0.2540, 0.0480, 0.2328, 0.2492, 0.1346, -0.4196, -0.6359, -0.6329, -0.3709, -0.6657, -0.6117, -0.2821, -0.6113, -0.6639, -0.6894, -0.5936, -0.3384, -0.7034, -0.6851, -0.7238, -0.6529, -0.6914, -0.6677, -0.8861, 0.0499, 0.0480, 0.0458, 0.0451, 0.0310, 0.0494, 0.0535, 0.0614, 0.0508, 0.0370, 0.0584, 0.0593, 0.0572, 0.0497, 0.0373, 0.0482, 0.0609, 0.0474, 0.0616, 0.0590, 0.0304, 0.0380, 0.0543, 0.0564, 0.0612, 0.0569, 0.0528, 0.0602],
  "homo_lumo_gap_ev": 1.73,
  "lumo_energy_ev": -8.481,
  "largest_force_ha_per_bohr": 0.1005,
  "e_above_lowest_ev": 7.049,
  "total_charge": 1
}

---

Entry 2:
{
  "formula": "C18H28BrCoN6S4",
  "method": "ωB97M-V with the def2-TZVPD basis set",
  "species": ["Br", "Co", "S", "S", "S", "S", "N", "N", "N", "N", "N", "N", "C", "C", "C", "C", "C", "C", "C", "C", "C", "C", "C", "C", "C", "C", "C", "C", "C", "C", "H", "H", "H", "H", "H", "H", "H", "H", "H", "H", "H", "H", "H", "H", "H", "H", "H", "H", "H", "H", "H", "H", "H", "H", "H", "H", "H", "H"],
  "positions_angstrom": [[2.225, -3.628, -4.544], [-0.581, -0.686, 0.812], [-1.504, 0.651, 2.540], [-1.751, -2.865, 3.559], [-2.486, -0.168, 4.027], [-1.006, -2.753, 1.692], [2.688, -0.628, 2.213], [-1.373, 1.011, -0.327], [1.247, 0.522, 0.782], [3.583, 0.066, 0.294], [-3.246, 2.540, -0.530], [-3.585, 0.336, -0.545], [0.161, -1.629, -0.766], [-2.683, 3.754, -1.083], [1.385, -2.829, -3.021], [1.041, 1.420, -0.339], [-0.181, -1.290, -2.085], [-3.397, -1.053, -0.184], [3.993, 1.109, -0.620], [-4.886, 0.922, -0.324], [2.412, 0.062, 1.060], [1.764, -3.218, -1.749], [-2.608, 1.297, -0.476], [0.406, -1.873, -3.206], [3.910, -1.381, 2.072], [1.147, -2.621, -0.654], [1.700, -1.056, 3.183], [4.662, -0.533, 1.063], [-0.346, 2.038, -0.276], [-4.659, 2.339, -0.814], [-5.262, 3.079, -0.287], [1.143, 0.888, -1.292], [2.525, -3.977, -1.612], [1.338, -2.067, 2.985], [5.311, -1.119, 0.411], [-4.071, -1.663, -0.791], [-5.160, 0.892, 0.738], [-0.401, 2.729, -1.123], [-5.650, 0.393, -0.896], [-2.381, 3.643, -2.132], [4.944, 0.802, -1.057], [4.427, -1.462, 3.030], [2.155, -1.013, 4.176], [-3.601, -1.227, 0.876], [-4.862, 2.424, -1.892], [-2.379, -1.382, -0.394], [0.108, -1.581, -4.206], [-0.942, -0.535, -2.258], [5.268, 0.238, 1.562], [3.289, 1.237, -1.435], [0.843, -0.389, 3.161], [-3.460, 4.518, -1.038], [-0.433, 2.615, 0.653], [3.717, -2.393, 1.692], [1.743, 2.262, -0.332], [4.149, 2.074, -0.119], [-1.840, 4.116, -0.502], [1.450, -2.954, 0.335]],
  "forces_ev_per_a": [[0.00, 0.00, 0.00], [-0.24, -0.13, 0.39], [0.04, -0.02, -0.08], [0.12, 0.00, 0.10], [-0.07, 0.02, 0.01], [0.08, 0.07, -0.27], [-0.07, -0.03, 0.01], [0.71, -0.08, -0.17], [-0.14, 0.41, 0.04], [0.03, 0.00, 0.03], [-0.02, 0.04, 0.00], [-0.12, -0.10, -0.11], [-0.05, 0.02, -0.06], [0.00, -0.01, 0.03], [0.01, -0.01, -0.01], [0.03, 0.02, 0.04], [-0.02, -0.08, -0.02], [0.00, -0.04, -0.01], [0.00, -0.03, -0.05], [-0.04, -0.03, -0.06], [0.07, -0.27, -0.09], [-0.01, 0.03, 0.03], [-0.23, 0.06, 0.22], [0.00, 0.02, 0.04], [0.02, 0.05, 0.05], [0.09, 0.03, 0.03], [0.03, 0.02, 0.04], [0.00, -0.04, -0.04], [-0.01, 0.03, -0.12], [0.01, 0.01, 0.05], [0.00, -0.01, -0.01], [-0.02, 0.00, 0.00], [0.01, 0.00, -0.01], [-0.03, 0.01, -0.01], [0.02, 0.02, 0.00], [-0.03, 0.00, 0.04], [0.03, 0.04, 0.00], [-0.04, -0.01, 0.03], [-0.01, 0.01, 0.02], [0.01, 0.00, -0.01], [0.00, 0.00, -0.01], [0.01, -0.02, -0.01], [0.01, -0.02, 0.00], [0.04, -0.02, -0.01], [0.02, -0.02, 0.00], [-0.18, 0.08, -0.07], [0.00, 0.00, -0.01], [-0.01, 0.02, 0.01], [-0.02, 0.01, 0.03], [0.02, -0.01, 0.03], [0.02, 0.01, -0.02], [0.00, 0.01, 0.00], [-0.01, 0.00, 0.02], [0.00, 0.01, -0.02], [0.01, -0.05, 0.00], [0.01, 0.00, 0.00], [-0.02, -0.03, -0.01], [-0.03, 0.00, 0.01]],
  "lowdin_charge": [0.6352, -0.0732, 0.0428, -0.1803, -0.1170, 0.0090, -0.0943, 0.0088, 0.0546, -0.0794, -0.0797, -0.0916, -0.2552, -0.0671, -0.7143, -0.2303, -0.1316, -0.0599, -0.0660, -0.1392, -0.3365, -0.1517, -0.3760, -0.1586, -0.1414, -0.1527, -0.0632, -0.1501, -0.2367, -0.1504, 0.1191, 0.1066, 0.0883, 0.0442, 0.1192, 0.0940, 0.1311, 0.0984, 0.1203, 0.0939, 0.0847, 0.1195, 0.0890, 0.0778, 0.1212, 0.0239, 0.0863, 0.0798, 0.1202, 0.0722, 0.0190, 0.0832, 0.1024, 0.1229, 0.1044, 0.0919, 0.0728, 0.0603],
  "s_squared": 3.8834,
  "homo_lumo_gap_ev": [5.40, 5.54],
  "lumo_energy_ev": [2.526, 2.525],
  "largest_force_ha_per_bohr": 0.0142,
  "total_charge": -1,
  "spin_multiplicity": 4
}

---

Entry 3:
{
  "formula": "C18H28BrGeN2ReSSi",
  "method": "ωB97M-V with the def2-TZVPD basis set",
  "species": ["Re", "Br", "Ge", "S", "Si", "N", "N", "C", "C", "C", "C", "C", "C", "C", "C", "C", "C", "C", "C", "C", "C", "C", "C", "C", "C", "H", "H", "H", "H", "H", "H", "H", "H", "H", "H", "H", "H", "H", "H", "H", "H", "H", "H", "H", "H", "H", "H", "H", "H", "H", "H", "H", "H"],
  "positions_angstrom": [[1.408, -0.645, 0.637], [-1.884, 3.521, -1.845], [-0.317, 0.150, 3.505], [3.259, -1.854, 0.443], [-0.548, -2.609, -1.374], [0.333, -1.134, -1.186], [0.726, 1.408, 0.536], [-0.076, 0.878, -4.282], [-0.326, -0.050, -3.286], [1.097, 1.620, -4.292], [-2.148, 0.104, 2.720], [-0.472, -0.572, 5.353], [0.591, -0.272, -2.235], [0.052, 2.097, 3.718], [-0.303, 1.789, -0.246], [-2.395, -2.469, -1.823], [2.034, 1.393, -3.292], [1.795, 0.462, -2.297], [1.555, 3.652, 0.442], [-0.484, -3.550, 0.258], [1.628, 2.350, 0.881], [-0.413, 3.072, -0.731], [1.021, -0.881, 2.535], [0.514, 4.044, -0.396], [0.248, -3.647, -2.745], [1.282, 2.351, -5.070], [-0.909, -2.960, 1.071], [-2.914, -1.713, -1.229], [-1.032, 1.028, -0.490], [-0.676, -1.644, 5.322], [1.117, 2.295, 3.845], [2.427, 2.007, 1.523], [-1.032, -4.497, 0.192], [-1.274, -0.083, 5.910], [2.298, 4.371, 0.759], [-2.551, -2.233, -2.879], [-0.298, 2.655, 2.847], [-1.259, -0.602, -3.288], [-0.290, -4.585, -2.907], [1.348, -1.732, 3.134], [2.972, 1.937, -3.298], [0.466, -0.425, 5.893], [2.574, 0.278, -1.560], [-0.477, 2.473, 4.598], [-0.818, 1.038, -5.057], [-2.103, -0.029, 1.638], [1.279, -3.884, -2.472], [0.551, -3.761, 0.524], [-2.876, -3.432, -1.628], [0.270, -3.100, -3.691], [-2.661, 1.044, 2.936], [-2.737, -0.714, 3.138], [0.427, 5.057, -0.762]],
  "forces_ev_per_a": [[1.78, -2.51, 0.90], [0.11, -0.09, 0.08], [-0.02, -0.07, 0.02], [-1.48, 1.23, 0.15], [0.07, -0.48, 0.29], [0.03, 0.78, 0.90], [0.26, -0.15, -0.45], [0.00, 0.05, -0.09], [0.03, -0.04, 0.13], [0.02, 0.03, -0.03], [0.19, 0.05, 0.10], [0.01, 0.07, -0.18], [-0.12, 0.16, -0.41], [0.02, -0.18, -0.05], [-0.18, -0.15, 0.14], [0.20, 0.13, -0.04], [-0.10, 0.03, -0.07], [0.05, -0.09, 0.12], [-0.20, 0.26, -0.13], [-0.04, 0.01, -0.27], [0.04, -0.01, 0.11], [-0.22, 0.35, -0.05], [-0.68, 0.97, -1.26], [0.15, -0.28, 0.11], [-0.08, 0.16, 0.15], [-0.01, -0.01, 0.00], [0.00, 0.02, -0.01], [0.02, 0.01, 0.03], [0.07, -0.02, -0.05], [-0.01, 0.00, -0.03], [0.00, -0.04, 0.02], [-0.02, -0.08, -0.01], [-0.01, 0.04, -0.07], [0.00, 0.02, -0.01], [0.05, -0.06, 0.00], [-0.03, -0.02, 0.03], [-0.01, -0.01, 0.03], [0.03, 0.09, 0.00], [-0.02, 0.00, 0.01], [0.18, -0.08, -0.18], [0.00, -0.01, 0.03], [0.00, 0.02, -0.01], [-0.06, -0.07, 0.00], [-0.03, -0.02, 0.00], [-0.01, -0.03, 0.01], [0.03, 0.00, 0.00], [0.01, 0.02, 0.01], [0.04, 0.02, 0.03], [0.01, -0.02, 0.01], [-0.01, 0.00, 0.01], [-0.04, -0.02, -0.01], [0.03, -0.03, -0.02], [-0.01, 0.00, -0.04]],
  "lowdin_charge": [0.7761, 0.7289, 0.6932, -0.1539, 0.3728, -0.2490, -0.1232, -0.1203, -0.0606, -0.1309, -0.2359, -0.2509, -0.4134, -0.2427, -0.1918, -0.1923, -0.1038, -0.0799, -0.0578, -0.2068, -0.1624, -0.6582, -0.5432, -0.1130, -0.1721, 0.0854, 0.0055, 0.0202, 0.0999, 0.0052, 0.0064, 0.1005, 0.0202, 0.0022, 0.1055, 0.0082, -0.0055, 0.0776, 0.0193, -0.0691, 0.0970, 0.0060, 0.0471, 0.0059, 0.0944, -0.0125, 0.0264, 0.0007, 0.0188, 0.0185, 0.0049, 0.0041, 0.0983],
  "s_squared": 0.7768,
  "homo_lumo_gap_ev": [5.33, 5.86],
  "lumo_energy_ev": [2.431, 2.427],
  "largest_force_ha_per_bohr": 0.0623,
  "e_above_lowest_ev": 0.000,
  "total_charge": -1,
  "spin_multiplicity": 2
}